Molecular formula: C4H12S
Method: DFT, the ωB97M-V functional and the def2-TZVPD basis

Summary:
- F_max (eV/Å) = 1.81
- frontier orbital gap (eV) = 9.93
- relative energy (zero: lowest compared OMol25 entry of this formula, charge and spin) (kcal per mole) = 6.8
- SMILES = CCS.CC
- highest occupied orbital energy (eV) = -8.9

Last column: Mulliken charge in e.
Cartesian coordinates (Å):
C: 0.41 -0.19 -2.00  -1.166
C: 0.05 1.02 -1.14  -0.252
S: -0.57 2.42 -2.17  -0.217
H: -0.46 -0.65 -2.45  0.357
H: 0.99 -0.86 -1.37  0.316
H: 1.12 0.07 -2.79  0.367
H: -0.82 0.74 -0.55  0.205
H: 0.87 1.41 -0.56  0.283
H: -1.11 1.68 -3.16  0.103
C: -0.70 -1.13 1.96  -0.857
C: 0.53 -0.27 2.03  -0.771
H: -1.03 -1.38 2.97  0.329
H: -1.57 -0.60 1.56  0.276
H: -0.58 -2.07 1.42  0.251
H: 0.41 0.71 2.49  0.279
H: 1.30 -0.73 2.62  0.351
H: 1.15 -0.17 1.14  0.146

=====

Molecular formula: C4H12S
Method: DFT, the ωB97M-V functional and the def2-TZVPD basis

Summary:
- F_max (eV/Å) = 2.16
- frontier orbital gap (eV) = 9.55
- relative energy (zero: lowest compared OMol25 entry of this formula, charge and spin) (kcal per mole) = 8.7
- SMILES = CSC.CC
- highest occupied orbital energy (eV) = -8.5

Last column: Mulliken charge in e.
Cartesian coordinates (Å):
C: 2.25 -1.16 1.35  -0.855
S: 1.32 -0.79 -0.09  -0.018
C: 2.05 -1.96 -1.33  -0.813
H: 3.14 -1.76 1.15  0.292
H: 2.67 -0.25 1.79  0.291
H: 1.73 -1.73 2.12  0.286
H: 2.80 -2.62 -0.93  0.294
H: 2.44 -1.35 -2.13  0.266
H: 1.20 -2.55 -1.67  0.256
C: -2.30 1.95 0.69  -0.745
C: -2.65 1.61 -0.76  -0.793
H: -2.29 3.03 0.83  0.279
H: -2.99 1.47 1.38  0.266
H: -1.32 1.59 1.00  0.192
H: -2.65 0.52 -0.88  0.249
H: -1.82 1.94 -1.39  0.241
H: -3.58 2.05 -1.11  0.313

=====

Molecular formula: C4H12S
Method: DFT, the ωB97M-V functional and the def2-TZVPD basis

Summary:
- F_max (eV/Å) = 4.22
- frontier orbital gap (eV) = 9.44
- relative energy (zero: lowest compared OMol25 entry of this formula, charge and spin) (kcal per mole) = 25.9
- SMILES = CSC.CC
- highest occupied orbital energy (eV) = -8.5

Last column: Mulliken charge in e.
Cartesian coordinates (Å):
C: -1.55 2.03 0.12  -0.713
S: -2.42 0.48 -0.45  -0.082
C: -2.45 -0.77 0.85  -0.761
H: -0.60 1.78 0.64  0.182
H: -1.29 2.70 -0.72  0.283
H: -2.25 2.61 0.80  0.294
H: -1.45 -0.76 1.35  0.201
H: -2.68 -1.76 0.53  0.328
H: -3.25 -0.62 1.77  0.258
C: 1.62 -0.29 -0.53  -0.408
C: 2.81 -1.18 -0.67  -0.865
H: 1.26 0.03 -1.57  0.241
H: 0.77 -0.84 -0.03  0.075
H: 1.92 0.69 0.08  0.210
H: 2.79 -2.03 -0.02  0.279
H: 3.77 -0.55 -0.45  0.216
H: 3.00 -1.53 -1.69  0.262

=====

Molecular formula: C4H12S
Method: DFT, the ωB97M-V functional and the def2-TZVPD basis

Summary:
- F_max (eV/Å) = 5.42
- frontier orbital gap (eV) = 10.01
- relative energy (zero: lowest compared OMol25 entry of this formula, charge and spin) (kcal per mole) = 38.3
- SMILES = CCC.CS
- highest occupied orbital energy (eV) = -9.2

Last column: Mulliken charge in e.
Cartesian coordinates (Å):
C: -1.92 1.82 -1.62  -0.820
C: -2.06 0.37 -2.16  -0.281
C: -1.65 -0.80 -1.22  -0.958
H: -2.52 2.25 -0.76  0.303
H: -2.13 2.48 -2.57  0.238
H: -0.87 1.92 -1.09  0.178
H: -1.34 0.18 -3.10  0.201
H: -2.99 0.18 -2.50  0.384
H: -1.66 -1.87 -1.64  0.285
H: -0.70 -0.85 -0.74  0.253
H: -2.52 -0.80 -0.49  0.240
C: 2.04 0.75 1.60  -0.609
S: 1.74 -1.12 1.76  -0.213
H: 2.62 1.11 2.47  0.278
H: 2.60 0.62 0.63  0.200
H: 1.09 1.38 1.45  0.219
H: 2.15 -1.47 0.54  0.104

=====

> F_max of number 2 (C4H12S)?

2.16 eV/Å